This record from the Open Molecules 2025 dataset describes the molecule C4H8O2Se at a distorted geometry. The level of theory is ωB97M-V/def2-TZVPD.

The value obtained for the total energy is -73714.61969 eV. For the highest occupied orbital energy (spin up / spin down), the calculation gives -7.522 / -7.576 eV. As for the LUMO energy (spin up / spin down): 0.39 / 0.59 eV. Its energy above the lowest of the compared OMol25 structures with the same formula, charge and spin is 383.5 kJ/mol. As for the max |F|: 0.0828 hartree/bohr.

CARTESIAN COORDINATES (ANGSTROEM)
C -0.64742 -1.29615 -0.19484
C 0.63819 -1.42775 0.73620
C -1.05836 0.04516 -0.49673
C 1.20024 1.18207 -0.58487
O -1.49474 0.84835 0.56196
O 0.88984 2.13959 0.39129
Se 2.14653 -0.34197 -0.01196
H -0.29112 -1.62547 -1.20473
H -1.54626 -1.69851 0.36226
H 0.27749 -1.06205 1.66504
H 1.13857 -2.51706 0.75546
H -1.14261 0.40996 -1.44687
H 1.49064 1.76466 -1.54444
H -1.63681 1.69795 0.21177
H 0.03582 1.88122 0.80045

Atomic partial charges in e from the natural (NBO) method, atoms 1 to 4:
1. C -0.533
2. C -0.545
3. C 0.165
4. C -0.210